# 1
DFT (ωB97M-V/def2-TZVPD) results for a gas-phase ion, C4H7N2O (charge +1) in a non-equilibrium geometry.

Calculated values
* frontier orbital gap (spin up / spin down): 8.878 / 7.920 eV
* 2S+1: 1
* HOMO (spin up / spin down): -13.94 / -14.16 eV
* net charge: +1
* LUMO level (spin up / spin down): -0.1860 / -0.2293 Eh

The geometry in XYZ format:
```
14
Properties=species:S:1:pos:R:3:forces:R:3:mulliken_charge:R:1
O 1.202893 -0.665686 1.328772 -0.700 3.605 -0.569 0.033
N 1.553304 -1.861096 1.470507 -0.435 -3.575 -1.571 -0.506
N -0.042687 -1.122862 -0.492206 -1.266 -4.194 -2.979 -0.070
C -0.320295 -2.089086 -1.104508 0.380 1.620 1.046 0.150
C 0.160923 1.264635 0.148926 0.353 -1.037 0.214 -0.195
C -1.177104 1.468916 -0.536793 1.511 1.115 -3.866 -1.189
C 0.429313 -0.252459 0.274608 1.850 3.647 3.727 0.316
H -0.578905 -2.924892 -1.707618 -0.121 -0.354 -0.237 0.511
H 0.114248 1.805012 1.146983 0.415 -1.166 -1.022 0.355
H 0.973466 1.684416 -0.456880 -0.008 0.046 0.328 0.285
H -1.240546 1.474280 -1.738817 0.932 -0.037 2.540 0.280
H -1.832698 0.704685 -0.322258 -1.989 -1.065 1.216 0.399
H 2.163303 -1.954229 2.261185 0.383 0.703 0.882 0.284
H -1.405217 2.468366 -0.271902 -1.306 0.690 0.291 0.347
```
Positions in Å, forces in eV/Å.

# 2
DFT (ωB97M-V/def2-TZVPD) results for 2 unconnected molecules or ions with the total composition Cl3OPS in a non-equilibrium geometry.

Calculated values
* frontier orbital gap: 8.113 eV
* 2S+1: 1
* HOMO: -9.78 eV
* LUMO level: -0.0611 Eh
* SMILES: ClSCl.O=PCl

The geometry in XYZ format:
```
6
Properties=species:S:1:pos:R:3:forces:R:3:mulliken_charge:R:1
Cl 3.599390 -0.888134 -0.421183 -0.005 -0.355 -0.223 -0.062
Cl 0.750068 0.601288 0.126390 1.543 0.027 0.211 -0.055
Cl -2.343454 -1.525581 0.458112 0.201 -1.879 0.450 -0.161
S 2.838074 0.704065 0.474400 -1.296 0.404 0.091 0.112
P -2.087908 0.061721 -0.711707 0.737 -1.191 -1.427 0.515
O -2.756170 1.046639 0.073988 -1.180 2.995 0.898 -0.349
```
Positions in Å, forces in eV/Å.

The evaluated calculated total energy for the records listed, in turn: -9275.6702, -59738.9904 eV.
The evaluated relative energy (zero: lowest compared OMol25 entry of this formula, charge and spin) for the records listed, in turn: 164.2, 41.3 kcal per mole.